1.
Below is a structure of composition C41H35BaN5O4P in a non-equilibrium geometry, with properties calculated with ωB97M-V/def2-TZVPD.

Its total charge is +1. Its multiplicity is 1. Its electronic energy is -2524.95207 Eh. The molar mass is 830.06 g mol⁻¹.

Cartesian coordinates (Å):
1 H -6.70236 0.26527 -1.54615
2 C 3.16840 1.53277 1.91530
3 H -1.31927 2.39757 -2.85791
4 H -1.72420 -7.30876 -2.17837
5 C 5.38392 1.73411 2.14650
6 C -4.06554 -1.53066 -0.38416
7 C -2.70159 0.94107 2.21535
8 N 3.57639 2.71379 1.35916
9 H 2.45391 2.49279 -0.96306
10 C -4.66836 -2.08173 0.75484
11 C -0.71938 -0.64930 -4.21232
12 C -1.78014 -0.87388 -2.06751
13 H 4.38797 -0.06787 2.88466
14 C -2.23816 -3.61179 -1.18949
15 C 6.84442 1.56652 2.39550
16 C 3.22153 -3.80153 -0.26698
17 H -0.64242 3.03204 0.76223
18 C -2.74592 3.38026 1.04903
19 H -0.28995 -1.10231 -5.09536
20 N 2.01077 -2.51213 1.37036
21 C -1.57416 2.63516 1.14019
22 H 2.85532 -5.50951 2.62854
23 H 3.64417 -3.86397 -1.25913
24 C 2.40741 -1.43810 -0.80574
25 H 0.50068 6.31744 -0.91331
26 C 4.33478 0.89184 2.40627
27 H 2.98392 5.11286 2.37445
28 C 2.54725 4.92906 1.40232
29 H -4.79614 1.19916 2.59044
30 H 7.28590 2.44935 2.85675
31 H 6.12601 4.58600 1.58539
32 C 1.72723 5.86652 0.78275
33 H 7.02271 0.72095 3.05531
34 C 2.77510 3.73257 0.75516
35 P -2.35770 -1.90559 -0.71141
36 C 3.32860 -4.84836 0.63189
37 C 2.55949 -2.65604 0.14719
38 H 7.37700 1.37430 1.46213
39 C -5.98161 -1.78056 1.05845
40 C 2.22270 3.43777 -0.48466
41 H -0.32499 -3.78208 -0.21160
42 C -0.89755 -5.61745 -1.15256
43 C 5.73410 3.87144 0.86333
44 H -3.77033 -6.11557 -2.87731
45 C -2.71102 4.67700 0.37919
46 C -1.28456 1.31915 -2.94942
47 H -4.84070 3.44675 1.49116
48 H -6.43920 -2.21605 1.93644
49 C 1.14962 5.59009 -0.44650
50 C 2.13917 -3.53718 2.21947
51 H -7.74488 -0.70053 0.47713
52 H 1.70257 -3.41415 3.20335
53 O 1.94030 1.21415 1.91369
54 O 1.24747 -1.35801 -1.37495
55 H 1.52379 6.81259 1.26554
56 C 2.78310 -4.71692 1.89764
57 N -1.56748 1.43329 1.71169
58 C -1.23585 -1.45632 -3.20389
59 H 5.09743 4.38703 0.15110
60 H 3.84178 -5.75599 0.33912
61 C -4.81117 -0.69011 -1.20639
62 Ba 0.53123 -0.26364 0.64611
63 N -2.68515 5.68950 -0.16055
64 C -3.01505 -5.60311 -2.29749
65 C -0.73994 0.72632 -4.08626
66 H -0.00023 -6.13584 -0.84221
67 H -4.11325 -3.77761 -2.25504
68 H -2.24129 0.98748 -1.06530
69 H -1.18689 -2.53076 -3.31253
70 H -2.64797 -0.04014 2.66909
71 O -1.49631 -1.68140 0.55626
72 C 1.39634 4.37661 -1.08462
73 H 6.54637 3.39271 0.32059
74 C -3.92530 2.87487 1.56393
75 C -1.08037 -4.28982 -0.79556
76 O 3.22753 -0.52792 -0.72432
77 C -6.71527 -0.92860 0.23486
78 C -1.79796 0.52483 -1.94225
79 H -4.36994 -0.27259 -2.10055
80 C -6.13451 -0.38677 -0.89671
81 C -1.86421 -6.27178 -1.90263
82 H 0.95615 4.16280 -2.04980
83 H -4.11637 -2.74281 1.41183
84 C -3.20291 -4.27606 -1.94245
85 H -0.33388 1.34919 -4.87216
86 N 4.94094 2.85030 1.53740
87 C -3.90198 1.63600 2.16954

Atomic forces in eV per Å
-0.008 0.008 -0.007
-0.743 -0.010 -0.180
0.011 0.003 0.000
0.003 -0.002 -0.004
0.364 0.086 -0.026
-0.532 0.196 0.044
-0.056 0.300 -0.106
0.432 0.358 0.070
0.015 -0.024 0.026
0.116 0.040 -0.031
0.007 -0.105 0.024
-0.114 0.019 0.005
-0.075 -0.032 0.035
0.297 -0.417 -0.090
0.027 -0.166 0.051
-0.071 -0.031 0.311
0.196 -0.015 -0.071
0.402 0.923 -0.635
0.003 -0.022 0.005
0.364 -0.301 -0.596
-0.569 -0.182 0.398
-0.004 -0.005 0.000
-0.011 0.040 -0.032
-0.915 -0.409 -0.113
-0.025 0.038 0.005
-0.069 0.238 0.026
0.010 0.017 0.020
-0.231 0.194 -0.094
-0.022 0.009 -0.008
-0.061 0.052 -0.007
0.034 0.036 -0.048
0.040 0.041 0.105
-0.064 -0.017 -0.011
0.175 -0.833 0.004
1.254 0.222 1.678
0.126 -0.118 -0.205
0.223 0.288 -0.596
-0.020 0.014 -0.023
-0.095 0.064 -0.043
-0.138 0.214 -0.031
-0.013 0.082 0.012
-0.050 0.086 0.002
-0.247 -0.267 0.101
-0.005 -0.008 -0.006
-0.064 -0.679 0.384
0.075 -0.006 -0.050
0.011 0.004 0.000
-0.029 0.008 0.008
-0.034 -0.146 -0.147
-0.086 0.056 0.003
-0.008 0.001 0.007
-0.041 0.091 -0.013
1.184 0.563 0.623
1.565 -0.891 -0.382
0.026 0.002 0.033
0.004 0.003 0.061
0.176 -0.049 -0.075
0.087 0.186 -0.186
0.026 0.053 -0.006
-0.018 -0.019 0.062
-0.108 -0.005 -0.025
-1.038 1.108 0.918
0.060 0.061 -0.048
0.030 0.021 0.036
-0.032 0.143 0.063
0.002 -0.019 -0.004
0.030 0.106 0.053
-0.022 -0.025 0.015
-0.047 -0.028 0.068
0.040 -0.045 -0.061
-1.722 -0.456 -1.394
0.008 0.006 0.080
0.049 0.057 0.005
-0.318 0.019 0.080
-0.049 -0.092 -0.083
0.180 -0.073 0.012
-0.018 -0.076 0.112
-0.079 -0.241 0.110
0.041 0.026 -0.028
0.171 -0.049 -0.034
-0.004 -0.031 -0.019
-0.015 0.048 -0.013
0.120 0.002 -0.068
-0.123 -0.019 -0.064
-0.001 -0.008 -0.017
-0.032 0.042 -0.043
0.040 -0.250 0.064

2.
Below is a structure of composition C9H18I2InN3OP2 in a non-equilibrium geometry, with properties calculated with ωB97M-V/def2-TZVPD.

Its total charge is +2. Its multiplicity is 1. Its electronic energy is -2060.81479 Eh. The molar mass is 614.84 g mol⁻¹.

Cartesian coordinates (Å):
1 H 2.09151 -2.95236 -0.63023
2 H -1.55090 -3.11657 1.16218
3 C 1.24936 3.59333 -1.46514
4 H 2.10023 3.57407 -0.77895
5 H 1.22854 -4.14042 -1.65947
6 H 0.20356 -3.48027 1.48690
7 H -1.60199 2.85490 -2.72013
8 H -1.35275 3.28706 1.25229
9 C -1.55286 3.39085 -1.76755
10 H 1.58370 3.11146 -2.38709
11 H 0.99517 4.63778 -1.69193
12 I -2.81694 0.13672 -0.39687
13 C 1.31519 -3.07852 -1.39808
14 N 2.43724 -1.29563 3.78517
15 H 1.59837 -2.50927 -2.29627
16 In 0.37639 0.07571 -0.17414
17 H -0.35825 4.64294 0.66744
18 H -2.57586 -2.93669 -1.49629
19 H -0.80669 -4.56170 0.44947
20 H -1.53157 -2.51106 -2.88475
21 H -2.50282 3.24462 -1.24547
22 C 1.71688 -1.17267 4.87711
23 C -1.57520 -3.07366 -1.93740
24 C -1.00086 0.66114 1.95615
25 C -0.61517 -3.51961 0.74471
26 C 1.90041 -1.20664 2.62201
27 H -1.37730 4.45856 -1.96388
28 C -0.39165 3.55238 0.80360
29 O -1.24195 0.71999 3.07171
30 I 2.84914 0.52374 -1.18551
31 H 0.41249 3.26724 1.49069
32 N 1.14805 -1.04026 5.89860
33 P -0.29732 -2.48052 -0.75495
34 N 1.54837 -1.18027 1.50116
35 H -1.41374 -4.14439 -2.14514
36 P -0.19076 2.66803 -0.78994

Atomic forces in eV per Å
-0.226 0.009 -0.250
0.297 -0.267 0.204
0.419 -0.591 -0.345
-0.219 -0.044 0.003
-0.064 0.190 0.103
-0.478 0.053 -0.493
-0.128 0.202 -0.009
0.046 0.103 0.041
-0.295 -0.797 -0.304
-0.024 0.143 0.014
-0.265 -0.348 0.227
-0.650 -0.149 -0.338
-0.097 0.345 -0.111
-0.485 -0.032 1.881
-0.041 -0.201 0.294
0.430 -0.008 -1.067
-0.012 -0.360 -0.170
0.394 -0.067 -0.164
0.186 0.338 -0.100
0.018 -0.225 0.368
0.138 0.106 -0.120
0.720 0.026 -0.819
-0.159 0.609 -0.060
0.323 -0.017 3.375
-0.253 0.728 -0.017
-0.477 -0.001 -1.960
0.092 -0.384 0.245
-0.047 -0.459 0.280
0.255 -0.080 -2.883
-0.269 -0.372 0.197
-0.088 0.110 -0.036
0.102 -0.069 -0.218
0.509 -1.277 0.024
0.043 0.206 1.615
0.109 0.398 0.196
0.194 2.181 0.396

3.
Below is a structure of composition C24H56BiF6GeN2OS2Si3, with properties calculated with ωB97M-V/def2-TZVPD.

Its total charge is +2. Its multiplicity is 2. Its electronic energy is -5688.01301 Eh. The molar mass is 932.69 g mol⁻¹.

Cartesian coordinates (Å):
1 H -1.55043 -1.90207 -1.55744
2 H -0.34650 3.87786 3.77885
3 H -3.25870 -2.16908 -1.85316
4 H -0.02933 -3.55834 2.44561
5 H 5.13352 2.89261 -0.56566
6 H 1.67316 5.57929 2.26790
7 C 0.70233 -5.47334 3.15286
8 Si -1.43467 1.99546 2.56645
9 H -5.10943 0.25321 1.02508
10 C -0.35051 3.52429 2.74325
11 C 1.52995 6.11598 1.33173
12 H -3.05656 4.95187 0.44267
13 C 0.99168 5.97308 -1.36199
14 H -1.91100 3.80720 -3.48905
15 C 1.64401 -2.64188 0.12849
16 C 4.18273 2.60918 -0.11644
17 H -2.56340 5.59071 -1.12661
18 C -2.52346 -1.39727 -1.59969
19 C -0.23624 -5.85581 -2.52703
20 H 0.28459 0.33979 3.25973
21 F 5.19074 0.60148 -1.70814
22 C -4.32460 2.91361 -1.53325
23 H 3.67413 3.49910 0.25093
24 Si -2.50807 3.11892 -1.16276
25 H 0.51207 -7.28600 1.97558
26 H 1.35735 -2.20345 -1.79751
27 H 1.80707 -6.25513 1.42964
28 H 1.96421 -3.45082 -3.79186
29 H -0.46268 3.26685 -2.62311
30 H 3.33511 -4.02315 -1.79931
31 H 4.37216 1.94875 0.72771
32 H -3.84811 1.52204 2.94661
33 H -1.35068 5.05784 0.04421
34 H 0.73361 5.34134 -2.20870
35 C -2.58487 -1.79068 1.44700
36 Si -2.97479 -0.60809 0.04685
37 H 2.53492 -4.35662 0.58185
38 C 2.11332 -3.42292 2.44414
39 C 0.79045 -6.24163 1.83580
40 H 2.96925 -3.98739 2.81467
41 H -0.34543 -3.72106 -2.79826
42 F 3.01422 4.03838 -2.16271
43 F 2.11852 2.33863 -3.17543
44 C -3.19078 2.38649 3.08132
45 F 3.75374 -0.27376 -0.33713
46 H -5.30239 -1.24578 0.11515
47 H -0.24730 -5.70891 3.63552
48 H -1.52601 -1.84198 1.70831
49 C 1.69540 -4.32021 -3.18065
50 H 0.69482 6.81888 1.42036
51 H -3.61255 3.21823 2.50870
52 H -3.22541 2.66221 4.14038
53 H 1.99527 -4.98320 -1.15266
54 F 3.25689 -0.09683 -2.44787
55 C 3.18382 2.70784 -2.43253
56 H -0.63107 0.93992 4.64948
57 C -4.80804 -0.26630 0.11076
58 C 3.26664 1.90111 -1.10813
59 H -2.90907 -2.79388 1.14560
60 N 2.17080 -3.50500 0.97345
61 H -4.91625 2.73063 -0.63382
62 H 2.42904 6.66940 1.04362
63 C 0.18940 -4.57207 -3.23133
64 H 2.27928 -2.38267 2.71812
65 H -4.70640 3.82553 -2.00443
66 H 0.70145 -3.51178 4.03367
67 H 1.47790 -5.83171 3.83513
68 C 3.89177 0.52158 -1.41783
69 H -4.49609 2.08867 -2.22945
70 C 0.80568 -3.95054 3.03735
71 H -1.34530 -0.26864 3.57335
72 N 1.66124 -2.92029 -1.16626
73 Ge -1.65634 1.40500 0.27836
74 O 1.98148 1.79628 -0.56589
75 C -1.53302 3.07353 -2.76913
76 F 4.27549 2.60256 -3.18477
77 C -2.33813 4.82640 -0.37290
78 H 0.11969 -5.82108 1.07920
79 H -0.09337 -5.80024 -1.44309
80 C 2.24762 -4.12026 -1.77459
81 H -2.50721 -0.68382 -2.43117
82 H -5.19027 0.29051 -0.74458
83 H 2.22645 -5.16787 -3.62048
84 H 0.21528 6.71908 -1.17178
85 H 0.33621 -6.71273 -2.89422
86 S 0.92211 -1.19082 0.80122
87 H -1.61882 2.08983 -3.24546
88 C -0.71358 0.62309 3.60531
89 H 0.68189 3.28272 2.46233
90 H -0.11364 -4.60674 -4.27958
91 H 1.94669 6.47431 -1.53797
92 Bi 0.44177 0.43337 -1.13648
93 H -1.29253 -6.06891 -2.69881
94 H -3.15149 -1.52436 2.34455
95 S 1.14821 4.93249 0.06769
96 H -0.73062 4.33796 2.11459

Atomic forces in eV per Å
-0.012 0.024 0.012
-0.002 -0.041 -0.042
0.057 0.050 0.023
0.018 -0.024 0.004
-0.025 0.006 -0.012
0.004 0.035 -0.067
0.041 0.033 0.001
0.047 0.134 0.288
0.051 -0.028 -0.074
0.033 0.045 -0.048
0.013 0.102 0.045
0.039 -0.022 -0.046
-0.032 0.058 -0.002
0.023 -0.043 0.075
0.082 0.105 0.003
-0.015 0.025 0.044
-0.013 -0.055 0.075
0.032 -0.040 -0.114
0.000 -0.075 0.035
-0.040 0.029 0.044
-0.402 -0.142 0.014
-0.047 -0.097 -0.050
0.052 -0.002 -0.016
-0.013 0.305 -0.037
-0.004 0.033 0.016
-0.123 0.191 -0.203
-0.014 0.035 0.005
-0.035 -0.020 0.035
-0.056 -0.009 -0.007
0.032 0.005 0.024
-0.017 0.013 0.005
0.053 0.052 0.014
-0.076 -0.099 -0.028
-0.002 0.034 0.026
-0.021 -0.102 0.042
-0.021 -0.056 0.121
0.069 -0.112 0.003
0.002 -0.054 -0.067
0.018 0.039 -0.052
-0.014 -0.028 -0.001
-0.035 0.032 0.006
-0.056 -0.417 -0.015
0.258 0.092 0.192
-0.055 0.017 0.011
0.093 0.072 -0.327
-0.014 0.101 0.011
-0.020 0.023 -0.004
-0.160 0.007 -0.059
0.071 0.050 0.004
0.044 -0.041 -0.002
0.031 -0.055 0.030
0.012 -0.014 -0.067
-0.047 -0.004 -0.071
0.256 0.089 0.261
-0.012 0.242 -0.131
-0.028 0.017 -0.065
-0.076 -0.039 -0.015
-0.194 0.040 -0.198
0.006 0.052 0.061
-0.036 -0.003 0.363
0.026 0.019 -0.034
-0.047 -0.046 0.021
-0.004 0.007 -0.026
-0.022 0.013 0.008
0.051 -0.059 0.025
0.022 -0.035 -0.029
0.006 0.001 -0.008
0.064 -0.173 0.136
-0.026 0.016 0.053
-0.006 0.006 -0.036
0.057 0.060 0.026
0.047 -0.044 0.050
-0.096 -0.122 -0.121
0.262 0.096 -0.008
0.112 -0.066 -0.047
-0.245 0.033 0.143
0.020 0.096 -0.012
0.019 -0.010 0.038
0.000 0.002 -0.068
-0.030 -0.020 0.002
-0.029 -0.051 0.062
0.039 -0.007 0.019
-0.017 0.014 0.023
0.041 -0.035 -0.016
-0.049 0.064 0.020
0.019 -0.119 -0.126
-0.009 0.073 -0.002
0.024 -0.145 -0.073
-0.090 0.021 0.005
0.023 -0.036 0.023
-0.011 -0.017 -0.003
-0.059 -0.055 -0.066
0.065 0.034 0.006
0.037 -0.003 -0.056
0.053 0.001 -0.085
0.031 -0.079 0.082

Question: Number 2 is which compound?
Answer: C9H18I2InN3OP2

Question: Look up the total charge of the first one.
Answer: +1

Question: Which of these has the lowest electronic energy?
Answer: C24H56BiF6GeN2OS2Si3

Repeat the second record exactly.
Below is a structure of composition C9H18I2InN3OP2 in a non-equilibrium geometry, with properties calculated with ωB97M-V/def2-TZVPD.

Its total charge is +2. Its multiplicity is 1. Its electronic energy is -2060.81479 Eh. The molar mass is 614.84 g mol⁻¹.

Cartesian coordinates (Å):
1 H 2.09151 -2.95236 -0.63023
2 H -1.55090 -3.11657 1.16218
3 C 1.24936 3.59333 -1.46514
4 H 2.10023 3.57407 -0.77895
5 H 1.22854 -4.14042 -1.65947
6 H 0.20356 -3.48027 1.48690
7 H -1.60199 2.85490 -2.72013
8 H -1.35275 3.28706 1.25229
9 C -1.55286 3.39085 -1.76755
10 H 1.58370 3.11146 -2.38709
11 H 0.99517 4.63778 -1.69193
12 I -2.81694 0.13672 -0.39687
13 C 1.31519 -3.07852 -1.39808
14 N 2.43724 -1.29563 3.78517
15 H 1.59837 -2.50927 -2.29627
16 In 0.37639 0.07571 -0.17414
17 H -0.35825 4.64294 0.66744
18 H -2.57586 -2.93669 -1.49629
19 H -0.80669 -4.56170 0.44947
20 H -1.53157 -2.51106 -2.88475
21 H -2.50282 3.24462 -1.24547
22 C 1.71688 -1.17267 4.87711
23 C -1.57520 -3.07366 -1.93740
24 C -1.00086 0.66114 1.95615
25 C -0.61517 -3.51961 0.74471
26 C 1.90041 -1.20664 2.62201
27 H -1.37730 4.45856 -1.96388
28 C -0.39165 3.55238 0.80360
29 O -1.24195 0.71999 3.07171
30 I 2.84914 0.52374 -1.18551
31 H 0.41249 3.26724 1.49069
32 N 1.14805 -1.04026 5.89860
33 P -0.29732 -2.48052 -0.75495
34 N 1.54837 -1.18027 1.50116
35 H -1.41374 -4.14439 -2.14514
36 P -0.19076 2.66803 -0.78994

Atomic forces in eV per Å
-0.226 0.009 -0.250
0.297 -0.267 0.204
0.419 -0.591 -0.345
-0.219 -0.044 0.003
-0.064 0.190 0.103
-0.478 0.053 -0.493
-0.128 0.202 -0.009
0.046 0.103 0.041
-0.295 -0.797 -0.304
-0.024 0.143 0.014
-0.265 -0.348 0.227
-0.650 -0.149 -0.338
-0.097 0.345 -0.111
-0.485 -0.032 1.881
-0.041 -0.201 0.294
0.430 -0.008 -1.067
-0.012 -0.360 -0.170
0.394 -0.067 -0.164
0.186 0.338 -0.100
0.018 -0.225 0.368
0.138 0.106 -0.120
0.720 0.026 -0.819
-0.159 0.609 -0.060
0.323 -0.017 3.375
-0.253 0.728 -0.017
-0.477 -0.001 -1.960
0.092 -0.384 0.245
-0.047 -0.459 0.280
0.255 -0.080 -2.883
-0.269 -0.372 0.197
-0.088 0.110 -0.036
0.102 -0.069 -0.218
0.509 -1.277 0.024
0.043 0.206 1.615
0.109 0.398 0.196
0.194 2.181 0.396